No. 1
{"formula": "C13H16N4O2S", "method": "ωB97M-V/def2-TZVPD", "species": ["C", "C", "C", "C", "C", "N", "C", "S", "C", "C", "C", "C", "C", "N", "O", "O", "C", "C", "N", "N", "H", "H", "H", "H", "H", "H", "H", "H", "H", "H", "H", "H", "H", "H", "H", "H"], "xyz": [[-1.19193, 2.36144, 4.83321], [-0.31319, 2.33264, 6.07770], [1.02743, 1.63033, 5.86548], [0.89852, 0.12918, 5.58200], [0.52641, -0.14483, 4.17389], [1.00715, 0.45379, 3.10825], [0.37982, -0.15676, 2.07782], [0.66686, 0.29197, 0.43142], [-0.45680, -0.94146, -0.36017], [-0.39549, -0.78148, -1.83943], [0.67292, -1.31772, -2.55607], [0.75031, -1.16124, -3.92409], [-0.25239, -0.45977, -4.58416], [-0.18236, -0.29856, -6.01328], [0.76428, -0.79032, -6.59056], [-1.07556, 0.31755, -6.55559], [-1.32112, 0.08861, -3.88544], [-1.38494, -0.07284, -2.51630], [-0.45956, -1.10559, 2.44462], [-0.35852, -1.09132, 3.79115], [-2.05793, 2.99867, 4.99883], [-0.63336, 2.74887, 3.98456], [-1.55173, 1.36710, 4.57990], [-0.10890, 3.36050, 6.38541], [-0.85312, 1.84750, 6.89551], [1.63184, 1.76010, 6.76539], [1.55443, 2.09013, 5.02903], [0.16369, -0.32788, 6.24921], [1.86628, -0.34635, 5.76717], [-0.10929, -1.92211, -0.03815], [-1.45381, -0.75815, 0.03590], [1.44734, -1.85544, -2.03093], [1.57050, -1.57033, -4.49376], [-2.08138, 0.63181, -4.42544], [-2.20895, 0.35254, -1.96407], [-0.90243, -1.73413, 4.34412]], "atomic_forces_ev_per_a": [[0.005, 0.066, 0.190], [0.134, 0.024, -0.171], [-0.204, -0.060, 0.220], [0.231, 0.228, 0.115], [-0.316, -0.501, -0.152], [0.332, 0.369, 0.146], [-0.433, -0.543, 0.558], [-0.130, -0.095, -0.611], [0.296, 0.309, 0.559], [0.051, 0.089, -0.190], [-0.192, 0.106, 0.047], [-0.053, 0.080, -0.352], [-0.078, -0.138, 1.354], [0.019, 0.059, -0.585], [0.195, -0.088, -0.166], [-0.171, 0.132, -0.161], [0.100, -0.007, -0.379], [0.185, -0.127, 0.071], [-0.248, -0.197, -0.466], [0.402, 0.411, 0.047], [-0.107, 0.021, -0.040], [0.002, 0.020, -0.135], [-0.084, -0.072, -0.115], [-0.032, -0.010, 0.089], [0.016, 0.048, 0.089], [0.067, -0.003, -0.054], [0.094, 0.037, 0.037], [0.039, -0.035, 0.048], [-0.088, -0.064, 0.037], [-0.135, -0.015, -0.040], [0.005, -0.128, -0.057], [0.092, -0.070, 0.053], [0.016, -0.016, -0.008], [-0.018, 0.008, -0.007], [-0.087, 0.043, 0.060], [0.092, 0.118, -0.027]], "spin_multiplicity": 1, "de_lowest_kcal_mol": 64.2, "charge": 0, "e_lumo_ev": -0.49, "smiles": "CCCCc1nc(SCc2ccc([N+](=O)[O-])cc2)n[nH]1"}


No. 2
{"formula": "C5H7O2S", "method": "ωB97M-V/def2-TZVPD", "species": ["C", "C", "C", "C", "C", "O", "O", "S", "H", "H", "H", "H", "H", "H", "H"], "xyz": [[0.49983, -2.51541, -0.01764], [0.47241, 1.33449, 1.46984], [-0.58336, -1.72579, 0.24159], [0.14109, 1.14791, 0.24052], [-0.83007, -0.51177, -0.45651], [-0.89373, 2.97719, -1.27856], [1.16489, 1.99099, -2.20294], [0.51197, 2.52853, -1.04257], [0.76077, -3.41133, 0.48130], [1.07862, -2.26524, -0.82339], [0.99137, 2.25608, 1.74037], [0.40985, 0.78966, 2.40579], [-1.35969, -1.89949, 1.01810], [-1.88244, -0.20572, -0.30714], [-0.48151, -0.49010, -1.46874]], "atomic_forces_ev_per_a": [[-3.051, 0.678, 1.635], [1.083, 0.837, 2.615], [1.319, -1.615, 1.124], [-1.670, -3.119, -3.352], [0.133, 3.992, 0.876], [0.262, -0.226, -0.290], [0.834, -1.629, -1.936], [-1.580, 1.696, 2.877], [-0.080, -0.741, 0.631], [1.601, 0.767, -1.863], [0.047, 0.304, -0.561], [-0.619, -0.892, -0.458], [1.017, -0.467, -0.193], [0.673, 0.181, -0.571], [0.031, 0.235, -0.532]], "spin_multiplicity": 1, "de_lowest_kcal_mol": 81.9, "charge": -1, "e_lumo_ev": 3.79}